# 1
A structure of composition C14H22N8NiSSbSe4, computed with wB97M-V/def2-TZVPD.

Geometry as XYZ:
```
51
Properties=species:S:1:pos:R:3:forces:R:3
Ni -1.8992 0.5100 -0.3422 -1.401 -3.342 11.631
C -1.5622 -1.0367 3.4815 -0.077 0.011 -0.072
C -1.7793 -0.7828 2.0203 -0.061 1.037 0.866
N -1.9715 0.4038 1.5143 0.148 -1.108 -0.020
N -2.0423 1.5668 2.1920 0.076 0.508 0.664
C -2.0784 2.6861 1.4222 0.263 0.046 -0.440
N -1.9390 3.9186 1.9960 -0.308 -0.492 0.515
S -2.1361 2.4869 -0.2317 -0.360 2.870 -0.092
C -1.7088 -1.8358 1.0408 0.132 -1.018 -1.012
C -1.4134 -3.1685 1.3617 -0.093 0.609 0.430
C -1.2425 -4.0912 0.3569 -0.024 -0.172 -0.546
C -1.4042 -3.6971 -0.9710 -0.030 -0.204 0.539
C -1.7448 -2.3862 -1.2223 -0.228 0.583 -0.477
N -1.8791 -1.4691 -0.2622 0.408 -0.230 1.070
H -1.3478 -0.1161 4.0254 0.007 -0.049 -0.008
H -0.7056 -1.6960 3.6229 -0.024 -0.002 0.029
H -2.4367 -1.5053 3.9390 0.034 -0.018 0.011
H -1.9841 1.6235 3.1989 0.073 -0.256 -0.023
H -2.1802 4.0132 2.9708 -0.028 0.088 -0.016
H -2.2241 4.6936 1.4187 0.069 -0.020 -0.086
H -1.3024 -3.4485 2.4002 0.031 -0.082 -0.016
H -0.9859 -5.1150 0.5944 0.006 -0.011 0.032
H -1.2761 -4.3792 -1.7972 -0.011 -0.016 -0.031
H -1.9074 -2.0238 -2.2370 0.096 -0.028 -0.003
C 1.2431 1.7652 -0.9399 -0.357 0.017 -0.199
N 0.7156 0.5172 -0.3394 0.856 -0.066 0.471
C 1.2274 0.4305 1.0260 -0.008 0.051 -0.030
N 2.6858 0.4544 1.0929 0.183 -0.048 0.238
C 3.1445 1.6980 0.4589 -0.002 -0.057 0.003
N 2.6961 1.8133 -0.9205 0.202 0.121 0.030
C 3.1991 0.6657 -1.6840 -0.009 0.017 0.003
N 2.7416 -0.5985 -1.0974 0.204 -0.195 -0.009
C 1.2885 -0.6118 -1.1075 -0.459 0.084 -0.156
C 3.1892 -0.6670 0.2866 -0.006 0.083 0.002
H 0.8457 2.6210 -0.3838 0.000 -0.056 0.015
H 0.8950 1.8319 -1.9748 -0.007 -0.040 0.053
H 0.8737 -0.5013 1.4850 0.024 0.006 -0.041
H 0.8464 1.2783 1.6125 -0.038 -0.036 -0.069
H 4.2366 1.7189 0.4910 -0.002 0.015 -0.016
H 2.7581 2.5442 1.0357 0.017 -0.001 -0.030
H 4.2915 0.6850 -1.6696 0.004 -0.004 -0.024
H 2.8442 0.7365 -2.7150 -0.023 -0.010 0.035
H 0.9316 -1.5500 -0.6684 0.042 0.016 0.034
H 0.9188 -0.5485 -2.1363 0.064 0.022 0.039
H 4.2813 -0.6500 0.3168 -0.002 -0.024 -0.012
H 2.8342 -1.6008 0.7334 0.030 -0.003 -0.025
Se 0.7225 1.0102 -5.3697 0.543 0.262 1.003
Sb -1.5331 0.5906 -4.5508 0.154 -0.375 -4.795
Se -1.7635 0.7192 -2.1551 0.437 1.694 -11.012
Se -1.9766 -1.5993 -5.5402 -0.235 -0.556 0.915
Se -2.9862 2.0957 -5.7789 -0.310 0.379 0.632
```
Forces are in eV/Å.

Results
energy above the lowest of the compared OMol25 structures with the same formula, charge and spin: 85.13 kcal/mol
total charge: -1
highest occupied orbital energy (spin up / spin down): -2.667 / -2.666 eV


# 2
A structure of composition C14H23AlN3, computed with wB97M-V/def2-TZVPD.

Geometry as XYZ:
```
41
Properties=species:S:1:pos:R:3:forces:R:3
N 2.1102 0.5140 1.3538 -1.167 0.442 1.538
C 0.6342 0.1986 1.2530 -1.508 -0.426 -1.056
N 0.0297 -0.3438 2.5610 -0.743 -0.030 -1.210
N -0.0708 1.5496 1.0109 0.683 -0.634 -1.112
C 0.2146 -0.7535 -0.0192 -0.159 1.107 0.217
Al 1.6228 -2.1406 -0.5672 -0.495 0.008 -0.300
H 2.1607 1.3281 2.0324 -0.182 -1.206 -0.916
H 2.6559 -0.2425 1.8273 -0.931 0.558 -0.864
H -1.0086 -0.1822 2.4226 1.557 -0.257 0.395
H 0.1205 -1.3885 2.6047 0.105 1.247 -0.394
H 0.5383 1.9914 0.2580 -1.104 -0.659 1.148
H -0.9640 1.3005 0.4881 1.597 0.384 0.853
H 0.0821 -0.0166 -0.9480 0.166 -1.572 1.846
H -0.8183 -1.2871 0.1938 1.847 1.278 -0.315
H 3.0494 -1.9249 0.1001 0.394 0.106 0.383
H 1.0535 -3.5994 -0.2240 -0.120 -0.383 0.182
H 1.8261 -2.0144 -2.1565 0.040 0.042 -0.357
C -4.3999 -3.0774 1.9719 -0.063 0.196 -0.045
C -5.7418 -2.9043 1.6343 0.100 0.137 0.007
C -6.2028 -1.6536 1.2245 0.200 -0.008 0.036
C -5.3189 -0.5773 1.1428 0.046 -0.192 0.069
C -3.9762 -0.7514 1.4770 -0.111 -0.132 0.033
C -3.5171 -1.9999 1.8957 -0.179 0.000 -0.020
H -4.0416 -4.0515 2.2945 -0.036 0.146 -0.062
H -6.4291 -3.7447 1.6913 0.094 0.118 -0.006
H -7.2499 -1.5174 0.9679 0.130 -0.021 0.017
H -5.6770 0.3963 0.8188 0.057 -0.131 0.042
H -3.2871 0.0871 1.4117 -0.086 -0.130 -0.001
H -2.4721 -2.1338 2.1612 -0.128 0.012 -0.092
C 4.1389 1.2426 -3.2313 -0.046 0.216 0.111
C 4.3158 2.4804 -3.8489 -0.068 0.003 0.149
C 3.9292 3.6491 -3.1937 -0.010 -0.113 0.083
C 3.3743 3.5807 -1.9154 0.087 -0.183 -0.189
C 3.2009 2.3431 -1.2963 0.032 0.177 -0.150
C 3.5790 1.1737 -1.9554 0.037 0.029 -0.017
H 4.4372 0.3317 -3.7437 -0.082 0.105 0.099
H 4.7545 2.5341 -4.8421 -0.064 0.004 0.110
H 4.0610 4.6129 -3.6779 -0.003 -0.096 0.043
H 3.0775 4.4917 -1.4026 0.026 -0.097 -0.060
H 2.7700 2.2901 -0.2995 0.129 -0.154 -0.189
H 3.4387 0.2093 -1.4751 -0.041 0.107 -0.003
```
Forces are in eV/Å.

Results
total charge: -1
highest occupied orbital energy: -4.739 eV


# 3
A cluster of 3 separate species, C14H23BN3O5P in total, computed with wB97M-V/def2-TZVPD.

Geometry as XYZ:
```
47
Properties=species:S:1:pos:R:3:forces:R:3
C -1.5877 4.7982 2.9080 0.141 0.386 0.786
O -0.5436 4.6395 1.9224 -0.930 -0.898 -0.623
B -0.4014 3.3111 1.5268 0.757 -0.090 0.658
O -0.1763 2.3106 2.4886 -1.199 0.676 -0.687
C -0.4705 2.9778 -0.0419 -0.265 2.245 0.130
O 0.6048 2.1654 -0.5253 0.003 -0.685 0.921
C 0.3811 0.8400 -0.3715 0.826 -1.618 -0.131
O -0.6952 0.3401 -0.4867 -1.412 0.399 -0.174
C 1.5561 -0.1119 -0.0888 2.755 2.450 -0.681
C 2.9403 0.7094 -0.1778 1.597 -2.613 -0.001
C 4.2173 -0.2198 -0.2956 -0.916 2.265 3.358
O 3.7911 0.5736 0.9569 -1.494 0.161 -1.148
P -0.2916 4.6268 -0.9576 -0.446 -0.895 -2.008
N -0.3436 4.4428 -2.5351 0.720 0.445 0.873
H -2.1033 5.7741 2.8099 0.526 -0.470 -0.369
H -1.1177 4.7910 3.9096 -0.472 -0.290 -0.404
H -2.3636 4.0128 2.7935 0.470 0.375 0.301
H -1.0232 1.8366 2.5823 0.646 -0.410 0.123
H -1.4902 2.6267 -0.3051 0.607 -0.119 -0.140
H 1.6611 -0.9077 -0.8447 -0.722 0.332 0.291
H 1.5322 -0.5562 0.9195 -0.406 0.301 -0.421
H 2.9492 1.6620 -0.7572 0.018 -0.776 0.748
H 5.2096 0.2507 -0.2947 -0.290 -0.657 -1.650
H 4.1606 -1.2647 0.0414 -0.126 0.287 -0.949
H 0.9367 5.1873 -0.5208 -0.538 0.039 0.499
H -1.4211 5.4100 -0.5726 0.587 -0.346 0.660
H 0.5473 4.7943 -2.8947 -0.344 -0.308 -0.309
N -0.5405 -2.6361 -2.5905 0.039 -0.076 0.031
C -0.7293 -3.9455 -2.2368 -0.069 0.080 -0.004
C 0.0168 -4.7230 -3.0844 -0.053 -0.038 0.086
C 0.6870 -3.8496 -3.9799 0.074 0.063 -0.056
C 0.3252 -2.5699 -3.6485 -0.029 0.096 0.012
H -0.9699 -1.8435 -2.1424 0.062 -0.048 0.053
H -1.3772 -4.2082 -1.4169 0.050 0.014 -0.004
H 0.0764 -5.7993 -3.0632 -0.003 0.035 0.005
H 1.3582 -4.1283 -4.7764 -0.019 0.017 0.026
H 0.6067 -1.6203 -4.0736 -0.016 -0.042 -0.019
N -2.2341 -3.8954 2.1542 0.027 0.063 0.009
C -1.1156 -3.5678 2.8705 0.027 -0.067 0.025
C -0.6206 -2.3926 2.3663 -0.023 -0.091 0.070
C -1.4775 -1.9917 1.3063 -0.177 -0.002 -0.016
C -2.4647 -2.9373 1.2023 0.002 -0.070 0.016
H -2.7992 -4.7120 2.3037 0.039 0.051 0.001
H -0.7691 -4.1977 3.6731 0.014 0.030 -0.031
H 0.2586 -1.8771 2.7199 -0.029 -0.028 0.020
H -1.3812 -1.1119 0.6921 -0.037 -0.201 0.107
H -3.3079 -3.0130 0.5351 0.028 0.029 0.015
```
Forces are in eV/Å.

Results
SMILES: COB(O)[C@H](OC(=O)C[C@@H]1CO1)[PH2]=N.c1cc[nH]c1.c1cc[nH]c1
highest occupied orbital energy: -8.059 eV


# 4
A structure of composition C14H23BN6NiO, computed with wB97M-V/def2-TZVPD.

Geometry as XYZ:
```
46
Properties=species:S:1:pos:R:3:forces:R:3
C -1.5929 -1.4019 2.0768 -0.417 0.748 -0.426
N -1.4008 -0.4646 1.1201 -0.471 -0.657 0.593
N -2.5537 0.3126 1.0708 0.878 -0.415 -0.084
C -3.4070 -0.0886 2.0294 0.717 -0.157 -0.448
C -2.8421 -1.1819 2.6748 -0.013 -0.144 0.239
B -2.7286 1.3098 -0.0845 0.837 0.254 1.017
N -1.5390 2.2755 0.0226 0.729 -0.163 -0.040
N -0.2482 1.7573 -0.0515 -0.151 0.848 -0.369
C 0.5894 2.8140 -0.1741 -1.319 -0.003 0.100
C -0.1595 4.0072 -0.1194 -0.423 -0.839 0.134
C -1.4959 3.6221 0.0240 0.974 -0.718 -0.154
Ni 0.1679 -0.2174 -0.0322 1.193 0.300 0.825
N -2.4389 0.4731 -1.3714 -1.943 -0.068 -2.176
N -1.2446 -0.2253 -1.5166 0.275 -1.606 -2.899
C -1.2885 -0.8180 -2.7245 0.890 0.691 2.257
C -2.5012 -0.5073 -3.3537 -0.347 -0.285 -1.035
C -3.2055 0.3184 -2.4705 0.831 1.261 3.302
H -0.4724 -1.4183 -3.0892 0.058 -0.059 0.015
H -4.1639 0.8239 -2.4917 0.068 -0.229 -0.315
H -2.8563 -0.8108 -4.3161 0.033 -0.218 -0.364
H -3.7918 1.8499 -0.1181 0.133 -0.149 -0.061
H -2.4123 4.1798 0.1617 0.179 0.070 -0.193
H -4.3289 0.4748 2.1617 0.185 -0.443 0.048
H 0.2077 5.0058 -0.1570 0.235 0.380 -0.002
H -3.2887 -1.7363 3.4884 0.165 0.041 -0.112
H 1.6462 2.6766 -0.3364 -0.043 0.019 0.253
H -0.8443 -2.1719 2.2404 -0.274 0.309 0.142
H 2.8501 1.2216 -1.1068 0.112 0.008 -0.177
C 3.6285 1.1094 -0.3522 -0.036 -0.076 0.502
H 4.2505 2.0089 -0.3089 -0.201 -0.159 -0.003
H 3.1422 0.9246 0.6286 0.462 0.155 -0.518
H 4.2546 0.2541 -0.6226 -0.170 0.257 0.076
C 2.2387 -2.4904 2.1576 -0.252 0.497 0.757
C 2.4274 -2.3563 0.6516 0.035 -1.009 -0.040
C 3.9290 -2.2309 0.4284 1.492 0.592 -0.408
C 1.9526 -3.5897 -0.1090 -0.238 -0.205 -0.434
O 1.7636 -1.2066 0.1696 -3.028 0.878 0.205
H 2.7844 -3.3605 2.5580 -0.184 0.336 -0.353
H 1.1917 -2.5795 2.4712 0.147 -0.113 -0.274
H 2.6315 -1.5867 2.6329 0.026 -0.162 0.092
H 4.4129 -3.1548 0.7885 -0.309 0.373 -0.150
H 4.2168 -2.0908 -0.6274 -0.396 -0.239 0.289
H 4.3861 -1.3820 0.9637 -0.405 -0.376 0.022
H 0.8831 -3.7867 0.0054 -0.005 0.134 0.221
H 2.1302 -3.4302 -1.1733 0.090 -0.111 -0.047
H 2.4909 -4.5014 0.1931 -0.119 0.451 -0.007
```
Forces are in eV/Å.

Results
multiplicity: 3
⟨S²⟩: 2.097
total charge: +2
highest occupied orbital energy (spin up / spin down): -15.940 / -15.779 eV